DFT (ωB97M-V/def2-TZVPD) results for a cluster of 2 separate species, C6H8O2 in total in a non-equilibrium geometry.

```
! wB97M-V def2-TZVPD RIJCOSX def2/J DEFGRID3
* xyz 1 2
C 2.037 -0.449 -1.216
C 2.306 0.685 -0.427
C 1.275 1.265 0.279
C 0.035 0.576 0.319
O -0.947 1.090 1.029
C -0.237 -0.568 -0.468
C 0.794 -1.109 -1.196
H 2.861 -0.878 -1.768
H 3.267 1.176 -0.421
H 1.376 2.209 0.792
H -1.721 0.492 0.957
H -1.207 -1.027 -0.431
H 0.535 -1.939 -1.832
H -3.426 -1.295 1.514
H -3.636 0.201 1.762
O -3.311 -0.430 1.107
*
```

Properties
HOMO-LUMO gap (alpha / beta), Eh: 0.396 / 0.268
HOMO (alpha / beta), eV: -14.46 / -14.91
F_max, eV Å⁻¹: 1.741
Lowest unoccupied orbital energy (alpha / beta), eV: -3.67 / -7.64
Energy above the lowest of the compared OMol25 structures with the same formula, charge and spin, eV: 0.000
⟨S²⟩: 0.7742



DFT (ωB97M-V/def2-TZVPD) results for a structure of composition C6H8O3S in a non-equilibrium geometry.

```
! wB97M-V def2-TZVPD RIJCOSX def2/J DEFGRID3
* xyz 0 1
C -2.918 -0.278 -1.253
C -1.907 -0.119 -0.654
C 0.691 -1.687 3.003
C -0.796 0.200 0.185
C 0.498 -0.057 -0.571
C 1.086 1.217 -1.230
O 1.051 0.869 2.232
O -0.810 -0.515 1.507
O 1.376 -0.572 0.353
S 0.734 -0.465 1.892
H -3.695 -0.536 -1.878
H 1.515 -1.665 3.824
H 0.565 -2.629 2.640
H -0.786 1.209 0.536
H 0.253 -0.651 -1.352
H 0.234 1.789 -1.557
H 1.828 0.928 -1.936
H 1.344 2.003 -0.424
*
```

Properties
HOMO-LUMO gap, Eh: 0.356
HOMO, eV: -8.93
F_max, eV Å⁻¹: 5.065
Lowest unoccupied orbital energy, eV: 0.76
Energy above the lowest of the compared OMol25 structures with the same formula, charge and spin, eV: 5.736



DFT (ωB97M-V/def2-TZVPD) results for a structure of composition C6H8O4 in a non-equilibrium geometry.

```
! wB97M-V def2-TZVPD RIJCOSX def2/J DEFGRID3
* xyz 0 1
C 2.479 1.704 -0.013
C 1.381 1.545 0.685
C 1.112 0.375 -0.017
C -1.685 -0.630 -0.925
C 0.423 -0.816 0.687
C -1.148 -0.494 0.451
O 3.560 1.453 -0.294
O -0.851 0.070 -1.841
O 0.940 -1.059 1.935
O -1.379 0.822 0.874
H 1.038 0.269 -1.112
H -2.735 -0.325 -0.945
H -1.719 -1.782 -1.108
H 0.785 -1.709 0.061
H -1.861 -1.148 0.910
H -1.294 0.662 -2.432
H 1.485 -0.268 2.246
H -0.529 1.330 0.835
*
```

Properties
HOMO-LUMO gap, Eh: 0.329
HOMO, eV: -9.56
F_max, eV Å⁻¹: 3.282
Lowest unoccupied orbital energy, eV: -0.61
Energy above the lowest of the compared OMol25 structures with the same formula, charge and spin, eV: 5.602



DFT (ωB97M-V/def2-TZVPD) results for a structure of composition C6H8O6Tm in a non-equilibrium geometry.

```
! wB97M-V def2-TZVPD RIJCOSX def2/J DEFGRID3
* xyz 3 3
H -0.322 -0.795 -0.544
O 3.343 1.172 0.432
C 2.550 0.248 0.151
O 2.948 -0.878 -0.230
O 1.229 0.484 0.368
Tm 5.558 -0.046 -0.343
C 0.407 -0.588 0.490
C -0.971 -0.322 0.814
C -1.790 -1.364 1.438
C -3.300 -1.209 1.380
O -3.678 -0.045 2.106
C -4.981 0.196 2.198
O -5.856 -0.494 1.739
O -5.153 1.296 2.915
H 0.870 -1.496 0.905
H -1.277 0.728 0.911
H -1.448 -1.259 2.497
H -1.500 -2.373 1.116
H -3.763 -2.094 1.830
H -3.639 -1.123 0.339
H -6.096 1.437 3.069
*
```

Properties
HOMO-LUMO gap (alpha / beta), Eh: 0.308 / 0.121
HOMO (alpha / beta), eV: -19.44 / -18.73
F_max, eV Å⁻¹: 7.175
Lowest unoccupied orbital energy (alpha / beta), eV: -11.06 / -15.43
Energy above the lowest of the compared OMol25 structures with the same formula, charge and spin, eV: 0.937
⟨S²⟩: 2.0065



Copy entry 1 word for word.
DFT (ωB97M-V/def2-TZVPD) results for a cluster of 2 separate species, C6H8O2 in total in a non-equilibrium geometry.

```
! wB97M-V def2-TZVPD RIJCOSX def2/J DEFGRID3
* xyz 1 2
C 2.037 -0.449 -1.216
C 2.306 0.685 -0.427
C 1.275 1.265 0.279
C 0.035 0.576 0.319
O -0.947 1.090 1.029
C -0.237 -0.568 -0.468
C 0.794 -1.109 -1.196
H 2.861 -0.878 -1.768
H 3.267 1.176 -0.421
H 1.376 2.209 0.792
H -1.721 0.492 0.957
H -1.207 -1.027 -0.431
H 0.535 -1.939 -1.832
H -3.426 -1.295 1.514
H -3.636 0.201 1.762
O -3.311 -0.430 1.107
*
```

Properties
HOMO-LUMO gap (alpha / beta), Eh: 0.396 / 0.268
HOMO (alpha / beta), eV: -14.46 / -14.91
F_max, eV Å⁻¹: 1.741
Lowest unoccupied orbital energy (alpha / beta), eV: -3.67 / -7.64
Energy above the lowest of the compared OMol25 structures with the same formula, charge and spin, eV: 0.000
⟨S²⟩: 0.7742